Formula: C51H104N8O5
Source: the Open Molecules 2025 dataset
Level of theory: the ωB97M-V functional and the def2-TZVPD basis

CARTESIAN COORDINATES (ANGSTROEM)
1 C -4.84310 5.74651 -0.14391
2 C -3.85528 4.49578 -0.01818
3 C -4.21528 3.79409 1.22621
4 C -4.08505 3.56523 -1.20099
5 C -3.67956 4.09261 -2.51724
6 C -2.21515 4.44060 -2.52941
7 C -1.81755 5.44148 -1.37027
8 C -0.26218 5.25960 -1.30936
9 C -2.11132 6.92087 -1.64749
10 N -2.33708 4.80809 -0.11385
11 O -2.03781 5.76495 0.95426
12 H -5.09522 5.95439 -1.18535
13 H -5.72346 5.54733 0.51854
14 H -4.26368 6.55259 0.29258
15 H -5.28431 3.75764 1.40257
16 H -3.91749 2.74286 1.26393
17 H -3.70853 4.35840 2.03770
18 H -3.67195 2.59954 -1.01204
19 H -5.14130 3.25629 -1.21653
20 H -3.87950 3.34288 -3.24652
21 H -4.28591 4.96602 -2.83640
22 H -1.92395 4.90450 -3.56442
23 H -1.57521 3.50473 -2.41464
24 H 0.09305 5.90199 -0.55452
25 H 0.12784 5.61860 -2.26321
26 H -0.06639 4.19183 -1.22728
27 H -2.20292 7.41470 -0.69310
28 H -3.01172 7.11441 -2.32051
29 H -1.18887 7.35022 -2.10672
30 H -1.43897 5.31202 1.53913
31 C 3.89798 1.87297 3.43654
32 C 3.60649 0.49662 2.78766
33 C 2.80411 -0.26344 3.78496
34 C 2.74534 0.72593 1.52296
35 C 2.73463 -0.38206 0.60207
36 C 4.08178 -0.95393 0.20515
37 C 4.89471 -1.27586 1.39601
38 C 4.50837 -2.67417 1.88738
39 C 6.34036 -1.36471 0.93073
40 N 4.83461 -0.12705 2.37755
41 O 5.71956 -0.39316 3.48942
42 H 4.35664 1.68602 4.43975
43 H 4.51415 2.43689 2.71478
44 H 2.92087 2.31850 3.55820
45 H 2.16587 -0.92855 3.27511
46 H 3.41379 -0.87041 4.52120
47 H 2.05884 0.29432 4.41520
48 H 1.75391 0.98435 1.88157
49 H 3.29963 1.56556 1.12095
50 H 2.13241 -1.22695 0.89448
51 H 2.14227 0.00061 -0.26502
52 H 4.61731 -0.28980 -0.53304
53 H 3.76111 -1.90894 -0.20154
54 H 4.77571 -3.43866 1.16459
55 H 3.43715 -2.74912 2.04119
56 H 5.01463 -2.91298 2.79254
57 H 6.42542 -2.12278 0.16117
58 H 7.02267 -1.55910 1.83331
59 H 6.66834 -0.37955 0.56061
60 H 6.43847 0.26055 3.43334
61 C 0.56780 -3.71150 3.71825
62 C -0.89168 -3.65097 4.17701
63 C -1.03884 -4.54349 5.45776
64 C -1.09586 -2.16472 4.40332
65 C -2.59054 -1.64953 4.49710
66 C -3.26658 -1.97976 3.19477
67 C -3.29472 -3.53760 2.95812
68 C -4.23148 -4.32592 3.94951
69 C -3.80739 -3.66778 1.56756
70 N -1.85624 -3.99952 3.02443
71 O -1.69740 -5.27348 2.48734
72 H 0.71379 -4.63538 3.23503
73 H 0.91959 -2.98918 3.02611
74 H 1.18280 -3.77048 4.61248
75 H -1.67674 -4.04717 6.19075
76 H -1.51450 -5.49343 5.19623
77 H -0.09299 -4.74003 5.95942
78 H -0.51600 -1.87850 5.34183
79 H -0.65673 -1.57274 3.55919
80 H -3.09017 -2.11184 5.38358
81 H -2.52747 -0.63188 4.71847
82 H -2.58957 -1.59378 2.36446
83 H -4.21670 -1.51453 3.04455
84 H -4.10170 -3.99419 4.98178
85 H -3.88545 -5.37429 3.87282
86 H -5.26730 -4.07569 3.71045
87 H -4.71894 -3.09473 1.30982
88 H -3.91898 -4.73721 1.33845
89 H -3.00015 -3.37028 0.89441
90 H -2.14063 -5.92569 3.03201
91 C -1.25742 -4.90765 -1.49483
92 C -0.66582 -3.54959 -1.92109
93 C -1.82048 -2.63007 -2.46267
94 C 0.13686 -2.91764 -0.70605
95 C 1.41015 -3.71954 -0.34669
96 C 2.35390 -3.73552 -1.50989
97 C 1.70723 -4.40810 -2.80576
98 C 2.50212 -3.96372 -4.06609
99 C 1.58702 -5.97352 -2.63139
100 N 0.35286 -3.70183 -2.98016
101 O -0.23882 -4.13056 -4.17079
102 H -1.81691 -5.43797 -2.25650
103 H -1.83746 -4.68299 -0.60544
104 H -0.51439 -5.54913 -1.06556
105 H -2.36715 -3.09890 -3.19362
106 H -1.51542 -1.62820 -2.84799
107 H -2.44333 -2.58661 -1.57523
108 H 0.38228 -1.88791 -0.94825
109 H -0.56560 -3.00929 0.15683
110 H 1.14587 -4.70990 -0.09697
111 H 1.84671 -3.36321 0.61966
112 H 3.28116 -4.31997 -1.24837
113 H 2.66038 -2.72323 -1.72268
114 H 3.58120 -4.19363 -3.89796
115 H 2.32803 -4.54858 -4.98458
116 H 2.39888 -2.91570 -4.24822
117 H 0.83714 -6.40374 -3.37430
118 H 2.51230 -6.56081 -2.82327
119 H 1.22755 -6.26439 -1.62711
120 H -0.83252 -4.80931 -3.85278
121 C -1.35363 1.34657 -4.95288
122 C -0.07927 0.91677 -5.67046
123 C -0.54486 -0.13372 -6.67692
124 C 0.43736 2.17266 -6.36957
125 C 1.08693 3.11614 -5.37752
126 C 2.16925 2.37010 -4.57778
127 C 1.63765 1.17737 -3.84434
128 C 2.88016 0.39304 -3.40747
129 C 0.86547 1.56877 -2.53828
130 N 0.97752 0.30530 -4.82946
131 O 0.28182 -0.65552 -4.03028
132 H -1.13479 1.98832 -4.06026
133 H -2.06168 1.95379 -5.52687
134 H -1.92890 0.45289 -4.70770
135 H -0.49438 -1.13177 -6.32380
136 H -1.61186 -0.00285 -6.91648
137 H 0.16738 -0.01323 -7.51486
138 H 1.20090 1.97915 -7.09943
139 H -0.38196 2.66373 -6.89459
140 H 1.50278 3.94246 -5.90920
141 H 0.31609 3.58851 -4.70106
142 H 2.58190 3.02401 -3.81933
143 H 2.81886 2.13773 -5.40146
144 H 3.42424 1.05941 -2.66553
145 H 3.47469 0.13481 -4.26430
146 H 2.72081 -0.54162 -2.81681
147 H -0.04830 2.15489 -2.77413
148 H 1.54677 2.26081 -2.03531
149 H 0.60314 0.67898 -1.92566
150 H 0.84394 -1.43137 -4.14165
151 C 0.79193 5.43487 5.48797
152 C 0.17383 5.06305 4.22595
153 N -0.27223 4.72075 3.24397
154 H 1.90236 5.37161 5.32868
155 H 0.38088 4.71734 6.24946
156 H 0.49019 6.40853 5.76592
157 C -1.32788 1.77773 4.08798
158 C -1.00472 2.26367 5.47793
159 N -0.67132 2.70892 6.49728
160 H -2.44617 1.64944 4.07791
161 H -0.87090 0.84988 3.78806
162 H -1.17060 2.57536 3.41028
163 C -1.01095 2.05409 0.41258
164 C -0.79034 0.73686 0.99530
165 N -0.55968 -0.24092 1.51540
166 H -1.40325 2.73474 1.15029
167 H -1.57795 2.04003 -0.51470
168 H -0.07604 2.50262 0.08200

Values from the calculation:
Energy = -2819.51386 Eh
Multiplicity = 1